Arrangement P

# C5H8N2OS

A molecular structure, C5H8N2OS (ωB97M-V with the def2-TZVPD basis set, OMol25).

The geometry in XYZ format:
```
17
Properties=species:S:1:pos:R:3:mulliken_charge:R:1
C 2.21305 -0.00340 1.66725 -0.508
C 0.92968 0.40787 1.85874 -0.237
C 1.38962 0.36450 -0.28689 0.553
C 1.22131 0.50549 -1.75454 -1.097
C -2.34780 -0.25677 0.41597 -0.782
N 2.47856 -0.03189 0.32704 -0.661
N 0.42612 0.62111 0.61117 -0.083
O -1.99423 2.01814 1.69009 -0.457
S -1.67354 1.45446 0.40458 0.677
H 2.96341 -0.28624 2.37788 0.421
H 0.34019 0.57091 2.73694 0.386
H 0.38725 -0.10035 -2.10934 0.262
H 1.02934 1.54606 -2.01803 0.247
H 2.13451 0.17842 -2.24102 0.327
H -1.57000 -0.94306 0.09801 0.282
H -3.18515 -0.31146 -0.27432 0.356
H -2.67311 -0.49632 1.42252 0.314
```

## Properties
Multiplicity: 1
Frontier orbital gap: 6.91 eV
HOMO level: -8.18 eV
LUMO level: -1.26 eV

---

Arrangement Q

# C5H8N2OS

C5H8N2OS in the gas phase (ωB97M-V with the def2-TZVPD basis set, OMol25).

The geometry in XYZ format:
```
17
Properties=species:S:1:pos:R:3:mulliken_charge:R:1
C -0.08152 -0.92122 -1.28859 -0.222
C 1.12767 -0.74312 -1.86885 -0.402
C 1.74604 -1.26750 0.67024 0.401
C -1.85143 1.67152 0.21695 -1.237
C -0.67712 0.94768 0.76933 -0.076
N 1.97621 -1.63085 1.78576 -0.441
N -0.14557 -1.23904 0.04331 -0.324
O -0.85070 -0.45702 0.91216 -0.269
S 2.53968 -0.91542 -0.86616 -0.107
H -1.14348 -0.80413 -1.78901 0.355
H 1.32800 -0.32113 -2.78411 0.438
H -2.68992 1.07322 0.33505 0.379
H -2.03216 2.63651 0.65717 0.363
H -1.80067 1.50535 -0.91204 0.244
H -0.57935 1.19855 1.89291 0.299
H 0.18906 1.05675 0.16416 0.311
H 2.94526 -1.79012 2.06173 0.289
```

## Properties
Multiplicity: 1
Frontier orbital gap: 8.58 eV
HOMO level: -7.92 eV
LUMO level: 0.66 eV

---

Energy above the most stable structure, in kJ/mol: arrangement P 0.0; arrangement Q 310.4

---

Arrangement P

# C2H3NS3

2 unconnected molecules or ions with the total composition C2H3NS3 (ωB97M-V with the def2-TZVPD basis set, OMol25).

The geometry in XYZ format:
```
9
Properties=species:S:1:pos:R:3:mulliken_charge:R:1
C 2.87582 -0.31627 -0.20640 0.506
C -2.02285 -0.50991 0.52266 -0.459
N -0.35657 0.92648 -0.44683 -0.497
S 1.82035 -1.41005 -0.41822 -0.237
S 3.64645 0.86726 0.37525 -0.282
S -1.80546 0.44654 -0.75948 0.213
H -2.98434 -1.01566 0.81242 0.271
H -1.27343 -0.51611 1.33160 0.272
H 0.10003 1.52772 -1.21099 0.212
```

## Properties
Multiplicity: 1
Frontier orbital gap (alpha / beta): 8.34 / 8.34 eV
HOMO level (alpha / beta): -8.52 / -8.51 eV
LUMO level (alpha / beta): -0.17 / -0.17 eV

---

Arrangement Q

# C2H3NS3

C2H3NS3 in the gas phase (ωB97M-V with the def2-TZVPD basis set, OMol25).

The geometry in XYZ format:
```
9
Properties=species:S:1:pos:R:3:mulliken_charge:R:1
S -2.06797 -1.33806 -0.00868 -0.273
C -1.03371 -0.09504 -0.03567 0.255
S -1.51588 1.53633 -0.01994 -0.153
C 0.40143 -0.43208 0.08348 0.011
N 1.38742 0.40028 0.11878 -0.420
S 2.96728 -0.25713 -0.05175 -0.099
H -0.26184 1.94922 0.04895 0.174
H 0.60170 -1.53162 0.10173 0.346
H 3.60715 0.88494 0.01708 0.158
```

## Properties
Multiplicity: 1
SMILES string: S=C(S)/C=N/S
Frontier orbital gap: 7.95 eV
HOMO level: -9.13 eV
LUMO level: -1.18 eV

---

Energy above the most stable structure, in kJ/mol: arrangement P 136.6; arrangement Q 0.0

---

Arrangement P

# C4H5ClN2

C4H5ClN2 in the gas phase (ωB97M-V with the def2-TZVPD basis set, OMol25).

The geometry in XYZ format:
```
12
Properties=species:S:1:pos:R:3:mulliken_charge:R:1
C -0.09066 1.34656 0.25573 -0.129
C 1.07668 0.78331 -0.14612 -0.241
C -1.14495 0.66133 0.93768 -0.338
C 0.53517 -1.39587 0.59110 -0.287
N 1.27128 -0.59492 -0.10147 -0.025
N -2.00493 0.08182 0.11952 -0.298
Cl 0.86752 -3.03066 -0.00348 -0.196
H -0.09372 2.47540 0.12454 0.250
H 1.88050 1.28766 -0.64706 0.395
H 2.11568 -0.95275 -0.75260 0.340
H -2.66622 -0.57961 0.52392 0.259
H -1.74635 -0.08227 -0.90176 0.271
```

## Properties
Multiplicity: 1
Frontier orbital gap: 8.26 eV
HOMO level: -7.83 eV
LUMO level: 0.44 eV

---

Arrangement Q

# C4H5ClN2

C4H5ClN2 in the gas phase (ωB97M-V with the def2-TZVPD basis set, OMol25).

The geometry in XYZ format:
```
12
Properties=species:S:1:pos:R:3:mulliken_charge:R:1
C 0.36351 0.75910 -1.61951 -0.747
N 0.12516 -0.07595 -0.49140 0.329
N 1.11340 -1.10271 0.00166 -0.584
C 0.62530 -1.21921 1.14813 -0.044
C -0.70098 -0.55133 1.41381 -0.661
C -0.87016 0.02045 0.25591 0.358
Cl -1.99806 1.40087 0.39112 -0.216
H -0.33303 1.60400 -1.44823 0.227
H 0.25032 0.47474 -2.68023 0.254
H 1.32131 1.11307 -1.21533 0.350
H 1.28454 -1.76359 1.86178 0.375
H -1.18130 -0.65944 2.38228 0.356
```

## Properties
Multiplicity: 1
SMILES string: Cn1nccc1Cl
Frontier orbital gap: 9.54 eV
HOMO level: -8.85 eV
LUMO level: 0.70 eV

---

Arrangement R

# C4H5ClN2

A molecular structure, C4H5ClN2 (ωB97M-V with the def2-TZVPD basis set, OMol25).

The geometry in XYZ format:
```
12
Properties=species:S:1:pos:R:3:mulliken_charge:R:1
C 1.48479 0.26462 0.10926 0.147
C -2.39195 0.56677 0.21295 -0.189
C 0.65402 -0.99491 0.28449 -0.416
C 0.49996 -0.81016 -1.29210 -0.138
N 1.27018 0.21552 -1.35529 -0.460
N -3.15634 1.33286 0.59753 -0.135
Cl 3.23235 0.34276 0.34388 -0.213
H 1.04634 1.10651 0.65731 0.269
H 1.14176 -1.83821 0.71628 0.314
H -0.23078 -0.84313 0.93132 0.177
H 0.26450 -1.34564 -2.25480 0.325
H -3.81483 2.00301 1.04918 0.320
```

## Properties
Multiplicity: 1
Frontier orbital gap: 10.80 eV
HOMO level: -9.88 eV
LUMO level: 0.92 eV

---

Energy above the most stable structure, in kJ/mol: arrangement P 154.1; arrangement Q 0.0; arrangement R 24.5